Density functional theory data (ωB97M-V/def2-TZVPD) for a 2-piece molecular cluster, C4H13NS overall at a distorted geometry.

Each line ends with the Mulliken charge.
Geometry (Å):
S1 -1.372 -0.571 1.641  -0.191
N1 1.052 0.848 -0.549  -0.485
C1 2.880 -0.197 0.775  -1.040
C2 -3.045 0.457 -0.357  -0.956
C3 2.015 -0.277 -0.498  -0.210
C4 -2.090 -0.676 -0.030  -0.469
H1 -2.552 1.437 -0.334  0.276
H2 -3.731 0.300 -1.205  0.320
H3 1.415 1.735 -0.871  0.192
H4 3.355 0.779 0.832  0.293
H5 -1.332 -0.868 -0.829  0.237
H6 0.223 0.666 -1.096  0.133
H7 -0.384 0.293 1.221  0.110
H8 1.341 -1.123 -0.359  0.256
H9 3.577 -1.040 0.837  0.347
H10 -2.561 -1.660 0.011  0.331
H11 2.642 -0.277 -1.391  0.312
H12 -3.774 0.549 0.479  0.307
H13 2.343 -0.375 1.724  0.238

As for the HOMO energy: -8.86 eV. Its relative energy (zero: lowest compared OMol25 entry of this formula, charge and spin) is 45.6 kJ/mol. The SMILES is CCN.CCS. Its LUMO energy is 1.0 eV.

Density functional theory data (ωB97M-V/def2-TZVPD) for a 2-piece molecular cluster, C4H13NS overall at a distorted geometry.

Each line ends with the Mulliken charge.
Geometry (Å):
S1 1.887 0.730 4.115  -0.599
N1 -0.778 -0.557 -2.441  -0.300
C1 1.534 -0.189 2.643  -0.257
C2 2.460 0.143 1.439  -0.959
C3 -2.335 0.751 -1.009  -1.087
C4 -1.300 -0.376 -1.053  -0.032
H1 3.347 0.700 1.756  0.324
H2 0.227 -0.713 -2.309  0.376
H3 2.806 -0.763 0.908  0.229
H4 -1.650 -1.287 -0.554  0.284
H5 0.534 -0.027 2.192  -0.083
H6 -0.795 0.286 -2.996  0.351
H7 -2.065 1.450 -1.807  0.289
H8 -1.167 -1.414 -2.820  0.360
H9 -0.536 -0.131 -0.306  0.048
H10 1.576 -1.265 2.848  0.185
H11 -3.392 0.549 -1.203  0.316
H12 -2.404 1.293 -0.067  0.356
H13 2.052 0.819 0.664  0.199

As for the HOMO energy: -4.50 eV. Its relative energy (zero: lowest compared OMol25 entry of this formula, charge and spin) is 441.1 kJ/mol. Its LUMO energy is -1.8 eV.

| no. | Kohn-Sham gap (eV) |
| --- | --- |
| 1 | 9.8 |
| 2 | 2.7 |